Record 1
ORCA calculation (ωB97M-V with the def2-TZVPD basis set) on a molecular structure, C2H2FO2Yb in a non-equilibrium geometry.

The geometry in XYZ format:
```
8
Properties=species:S:1:pos:R:3
H -0.65647 1.04998 0.86095
O -0.04843 -1.20537 0.92149
C 0.18738 0.04392 0.79154
C -0.13162 0.64168 -0.57395
O -0.60351 -0.16942 -1.43135
F 1.42342 0.48321 1.20315
H 0.49878 1.48469 -0.90681
Yb -0.66955 -2.32868 -0.86501
```

Properties
ΔE to the lowest compared entry with this formula, charge and spin = 204.9 kJ/mol
HOMO-LUMO gap = 7.609 eV
net charge = +1

Atomic partial charges in e from the Mulliken method, atoms 1 to 2:
1. H 0.1384
2. O -0.6932

***

Record 2
ORCA calculation (ωB97M-V with the def2-TZVPD basis set) on 2 unconnected molecules or ions with the total composition C2H2FOP in a non-equilibrium geometry.

The geometry in XYZ format:
```
7
Properties=species:S:1:pos:R:3
C -0.43815 -0.49473 0.38855
C 1.21095 0.25772 -0.82874
O 1.67391 -0.26402 -1.73855
F 1.78572 1.40525 -0.27612
P -1.87559 0.23875 0.12935
H 0.24081 -0.98527 0.97505
H -2.59764 -0.15770 1.35046
```

Properties
multiplicity = 3
ΔE to the lowest compared entry with this formula, charge and spin = 391.3 kJ/mol
HOMO-LUMO gap (spin up / spin down) = 7.011 / 6.818 eV

Atomic partial charges in e from the Mulliken method, atoms 1 to 2:
1. C -0.2219
2. C 0.3594

***

Record 3
ORCA calculation (ωB97M-V with the def2-TZVPD basis set) on a molecular structure, C2H2FeO2P in a non-equilibrium geometry.

The geometry in XYZ format:
```
8
Properties=species:S:1:pos:R:3
P 1.36043 1.84023 -0.43041
O 0.18229 2.16284 -1.33969
C -0.22279 -1.44282 0.59203
H 0.61516 -1.86966 1.15522
H -1.11666 -2.06122 0.48593
C -0.26605 -0.17092 0.17365
O 1.00779 0.50322 0.37417
Fe -1.56016 1.03834 -1.01089
```

Properties
multiplicity = 7
HOMO-LUMO gap (spin up / spin down) = 4.265 / 5.737 eV
net charge = +1

Atomic partial charges in e from the Mulliken method, atoms 1 to 2:
1. P 0.2947
2. O -0.4197

***

Record 4
ORCA calculation (ωB97M-V with the def2-TZVPD basis set) on a molecular structure, C2H2HgLiO2 in a non-equilibrium geometry.

The geometry in XYZ format:
```
8
Properties=species:S:1:pos:R:3
O 0.82608 -0.20166 -0.04300
C -0.17195 0.72662 -0.05898
C -1.46646 0.54297 0.02662
O -2.63575 0.42157 0.12965
H 0.26885 1.69704 -0.24299
Hg 0.66213 -2.33545 -1.19447
Li 0.70014 -1.10802 1.64776
H 1.81694 0.25693 -0.26458
```

Properties
multiplicity = 2
ΔE to the lowest compared entry with this formula, charge and spin = 196.0 kJ/mol
HOMO-LUMO gap (spin up / spin down) = 4.151 / 7.486 eV

Atomic partial charges in e from the Mulliken method, atoms 1 to 2:
1. O -0.4110
2. C -0.3826

***

Record 5
ORCA calculation (ωB97M-V with the def2-TZVPD basis set) on 2 unconnected molecules or ions with the total composition C2H2I2NO in a non-equilibrium geometry.

The geometry in XYZ format:
```
8
Properties=species:S:1:pos:R:3
C -0.02512 0.35657 -0.59528
C -0.68950 -0.18347 0.44605
N 0.28622 1.57614 -0.45780
O 0.88538 2.12722 0.47889
I 3.34512 -2.34593 -1.15725
I -1.98000 -1.76265 0.50386
H -0.45474 0.14625 -1.50891
H -0.56765 0.26719 1.44519
```

Properties
ΔE to the lowest compared entry with this formula, charge and spin = 87.9 kJ/mol
HOMO-LUMO gap (spin up / spin down) = 5.036 / 4.965 eV
net charge = -1

Atomic partial charges in e from the Mulliken method, atoms 1 to 2:
1. C 0.0723
2. C -0.4067

***

Record 6
ORCA calculation (ωB97M-V with the def2-TZVPD basis set) on a molecular structure, C2H2I3NO in a non-equilibrium geometry.

The geometry in XYZ format:
```
9
Properties=species:S:1:pos:R:3
C 1.20866 -0.16167 0.95614
C 2.81710 -0.01726 0.18673
N 0.75470 1.06258 1.24075
O 0.75569 -1.22025 1.03150
I 2.54812 -0.21198 -2.05812
I 3.70488 1.95202 0.27809
I 3.91135 -1.71112 0.93692
H 1.42787 1.72495 1.04275
H -0.22119 1.26411 1.32090
```

Properties
ΔE to the lowest compared entry with this formula, charge and spin = 50.0 kJ/mol
HOMO-LUMO gap = 8.151 eV

Atomic partial charges in e from the Mulliken method, atoms 1 to 2:
1. C 0.6291
2. C -0.7962

***

Record 7
ORCA calculation (ωB97M-V with the def2-TZVPD basis set) on a molecular structure, C2H2I4S in a non-equilibrium geometry.

The geometry in XYZ format:
```
9
Properties=species:S:1:pos:R:3
C -1.85860 -0.51297 -0.36253
C 1.61887 0.39964 0.27496
S 0.17092 1.41256 0.16707
I -1.97195 -1.41581 1.47870
I -3.29274 0.84539 -0.90369
I 1.77948 -1.26111 -1.10049
I 3.34216 1.76367 0.21784
H -1.25607 -1.02453 -1.04807
H 1.46791 -0.20684 1.27621
```

Properties
ΔE to the lowest compared entry with this formula, charge and spin = 275.1 kJ/mol
HOMO-LUMO gap (spin up / spin down) = 6.219 / 7.801 eV

Atomic partial charges in e from the Mulliken method, atoms 1 to 2:
1. C -0.8881
2. C -0.6213

***

Record 8
ORCA calculation (ωB97M-V with the def2-TZVPD basis set) on a single C2H2IN3OS molecule in a non-equilibrium geometry.

The geometry in XYZ format:
```
10
Properties=species:S:1:pos:R:3
O 2.32296 1.08147 -0.28237
C 1.20888 0.60639 -0.12817
N 0.84147 -0.69375 -0.35977
C -0.34084 -1.15658 0.04492
S -0.98928 -2.60773 0.08043
N -1.10698 0.19145 0.58303
I -2.89776 0.83362 -0.00949
N -0.05564 1.11395 0.36604
H 1.37960 -1.42952 -0.84251
H -0.36241 2.06070 0.54790
```

Properties
structure (SMILES) = O=c1[nH]c(=S)n(I)[nH]1
ΔE to the lowest compared entry with this formula, charge and spin = 117.2 kJ/mol
HOMO-LUMO gap = 7.838 eV

Atomic partial charges in e from the Mulliken method, atoms 1 to 2:
1. O -0.5663
2. C 0.3823

***

What did the fourth record say?
ORCA calculation (ωB97M-V with the def2-TZVPD basis set) on a molecular structure, C2H2HgLiO2 in a non-equilibrium geometry.

The geometry in XYZ format:
```
8
Properties=species:S:1:pos:R:3
O 0.82608 -0.20166 -0.04300
C -0.17195 0.72662 -0.05898
C -1.46646 0.54297 0.02662
O -2.63575 0.42157 0.12965
H 0.26885 1.69704 -0.24299
Hg 0.66213 -2.33545 -1.19447
Li 0.70014 -1.10802 1.64776
H 1.81694 0.25693 -0.26458
```

Properties
multiplicity = 2
ΔE to the lowest compared entry with this formula, charge and spin = 196.0 kJ/mol
HOMO-LUMO gap (spin up / spin down) = 4.151 / 7.486 eV

Atomic partial charges in e from the Mulliken method, atoms 1 to 2:
1. O -0.4110
2. C -0.3826